Below is a molecular structure, C34H51NO2PSbZn, with properties calculated with ωB97M-V with the def2-TZVPD basis set.

Values from the calculation:
Total energy = -3892.18536 hartree
Frontier orbital gap = 3.22 eV
Net charge = -2

Geometry as XYZ:
```
91
Properties=species:S:1:pos:R:3:lowdin_charge:R:1
Zn 2.585 -0.491 -0.104 0.645
O 5.988 1.364 1.761 -0.023
C 4.814 1.174 1.411 -0.698
O 4.324 1.142 0.257 -0.216
C 3.786 1.109 2.553 -0.224
C 4.221 1.056 3.877 -0.012
C 3.273 1.056 4.882 -0.087
C 1.926 1.127 4.546 -0.082
C 1.589 1.187 3.202 -0.153
N 2.499 1.176 2.233 0.048
H 5.283 1.019 4.064 0.107
H 3.577 0.995 5.921 0.093
H 1.151 1.125 5.302 0.089
H 0.552 1.235 2.883 0.089
C 3.311 4.188 1.170 -0.324
Sb 2.215 3.081 -0.318 1.298
C 3.323 3.958 -1.951 -0.344
C 0.709 4.671 -0.421 -0.373
H 3.376 5.230 0.852 -0.008
H 4.312 3.771 1.282 0.000
H 2.797 4.133 2.131 -0.004
H 3.418 5.033 -1.793 -0.015
H 2.804 3.770 -2.893 -0.015
H 4.311 3.498 -1.995 -0.004
H 1.190 5.648 -0.513 -0.019
H 0.095 4.658 0.482 -0.023
H 0.050 4.511 -1.278 -0.023
C -4.709 2.213 1.033 -0.213
C -3.882 2.839 -0.105 -0.196
C -2.469 2.244 -0.172 -0.228
C -2.478 0.750 0.177 -0.468
C -2.877 0.601 1.662 -0.212
C -3.784 1.744 2.152 -0.210
P -0.804 0.008 -0.145 1.080
C -0.720 -0.200 -1.988 -0.454
C 0.060 0.944 -2.657 -0.255
C -0.061 0.836 -4.174 -0.196
C -1.508 1.091 -4.633 -0.205
C -2.533 0.638 -3.579 -0.205
C -2.006 -0.549 -2.774 -0.197
C -0.986 -1.773 0.359 -0.445
C -2.218 -2.552 -0.145 -0.196
C -2.485 -3.809 0.699 -0.208
C -1.171 -4.437 1.153 -0.193
C -0.434 -3.494 2.123 -0.184
C -0.777 -2.019 1.860 -0.223
H -5.265 1.348 0.658 0.107
H -5.451 2.925 1.404 0.095
H -3.817 3.923 0.032 0.102
H -4.389 2.675 -1.061 0.099
H -1.801 2.758 0.527 0.102
H -2.042 2.420 -1.159 0.077
H -3.232 0.257 -0.446 0.094
H -1.976 0.560 2.284 0.088
H -3.389 -0.354 1.805 0.102
H -3.173 2.591 2.481 0.107
H -4.355 1.418 3.025 0.100
H -0.016 -1.048 -2.032 0.046
H 1.106 0.858 -2.356 0.056
H -0.285 1.936 -2.334 0.081
H 0.257 -0.170 -4.460 0.113
H 0.621 1.531 -4.670 0.100
H -1.692 0.562 -5.574 0.095
H -1.647 2.156 -4.845 0.096
H -3.481 0.382 -4.062 0.099
H -2.753 1.463 -2.897 0.084
H -1.780 -1.365 -3.470 0.116
H -2.788 -0.932 -2.122 0.070
H -0.096 -2.185 -0.142 0.067
H -2.030 -2.860 -1.176 0.107
H -3.121 -1.930 -0.162 0.085
H -3.089 -4.519 0.125 0.098
H -3.080 -3.542 1.582 0.101
H -0.533 -4.628 0.284 0.102
H -1.348 -5.407 1.625 0.098
H 0.638 -3.637 1.994 0.091
H -0.679 -3.745 3.162 0.097
H 0.030 -1.386 2.232 0.083
H -1.682 -1.744 2.412 0.085
C 2.066 -1.842 -1.433 -0.245
C 2.118 -3.187 -1.103 -0.527
C 1.527 -4.131 -2.059 -0.135
C 1.482 -5.490 -1.858 -0.199
C 2.004 -6.108 -0.706 -0.209
C 2.594 -5.245 0.233 -0.194
C 2.665 -3.881 0.060 -0.151
H 1.101 -3.709 -2.964 0.069
H 1.012 -6.107 -2.623 0.070
H 1.959 -7.179 -0.555 0.041
H 3.022 -5.667 1.141 0.075
H 3.150 -3.265 0.813 0.050
```